16
Properties=species:S:1:pos:R:3:nbo_charge:R:1 method="wB97M-V/def2-TZVPD" e_tot_ha=-288.59018 smiles=C[C@]12C[C@H]1[C@H]1N[C@H]12
C 0.626 0.863 1.553 -0.62
C 0.108 0.346 0.255 0.04
C -1.214 0.656 -0.276 -0.42
C -1.142 -0.806 -0.008 -0.35
C -0.085 -1.357 -0.947 0.01
N 0.476 -0.568 -1.952 -0.57
C 1.127 -0.244 -0.710 -0.21
H 1.289 0.182 2.113 0.22
H -0.158 1.240 2.216 0.22
H 1.231 1.694 1.180 0.23
H -1.879 1.251 0.320 0.24
H -1.364 0.957 -1.306 0.20
H -1.235 -1.232 0.983 0.23
H 0.345 -2.339 -0.846 0.21
H -0.064 0.248 -2.197 0.36
H 1.939 -0.891 -0.377 0.21

=====

53
Properties=species:S:1:pos:R:3:nbo_charge:R:1 method="wB97M-V/def2-TZVPD" e_tot_ha=-5769.06003 total_charge=+1
C -2.092 4.572 2.802 -0.26
C -2.021 3.390 3.045 -0.01
C -1.964 1.902 3.169 -0.49
C -0.612 1.330 2.617 -0.42
C -0.854 -0.012 1.852 -0.46
C -0.752 -0.022 0.308 0.31
C -1.234 -1.472 -0.065 -0.11
C -2.211 -1.655 -1.055 -0.17
C -2.578 -2.987 -1.257 -0.26
C -1.980 -3.979 -0.513 0.03
N -1.023 -3.875 0.403 -0.37
C -0.712 -2.587 0.561 0.03
O -1.760 0.790 -0.359 -0.74
S -1.779 2.372 -0.087 1.83
O -3.180 2.760 -0.289 -1.10
O -1.007 3.165 -1.296 -0.67
C 0.004 2.211 -1.783 -0.11
C 0.951 1.687 -0.681 -0.49
C 0.735 0.172 -0.286 0.01
C 0.917 -0.589 -1.640 -0.44
C 1.466 -2.037 -1.609 -0.43
C 2.491 -2.365 -2.743 -0.41
Br 4.196 -3.056 -2.056 -0.01
C 1.807 -0.127 0.777 -0.83
B 3.329 -0.066 0.317 1.15
O 3.771 -0.055 -0.974 -0.90
O 4.308 0.028 1.326 -0.91
H -1.969 5.522 2.322 0.24
H -2.112 1.625 4.222 0.25
H -2.838 1.516 2.624 0.22
H -0.065 2.100 2.065 0.22
H -0.013 1.121 3.518 0.23
H -1.895 -0.307 2.075 0.23
H -0.245 -0.767 2.353 0.25
H -2.678 -0.875 -1.646 0.23
H -3.336 -3.238 -1.998 0.23
H -2.333 -5.003 -0.691 0.20
H 0.083 -2.424 1.297 0.19
H -0.522 1.449 -2.366 0.21
H 0.575 2.798 -2.515 0.22
H 0.954 2.301 0.237 0.23
H 1.961 1.840 -1.093 0.26
H 1.609 0.010 -2.257 0.23
H -0.021 -0.599 -2.218 0.21
H 1.929 -2.358 -0.669 0.23
H 0.621 -2.725 -1.778 0.22
H 2.102 -3.162 -3.386 0.22
H 2.655 -1.493 -3.388 0.22
H 1.667 -1.135 1.209 0.26
H 1.752 0.545 1.653 0.24
H 4.712 -0.287 -0.969 0.52
H 4.050 0.801 1.846 0.49
Cu -5.112 3.629 -0.793 0.98

=====

11
Properties=species:S:1:pos:R:3:nbo_charge:R:1 method="wB97M-V/def2-TZVPD" multiplicity=2 e_tot_ha=-1102.94727
H -2.073 0.638 -0.830 0.02
Sc -1.886 -1.737 -0.968 1.30
O 1.129 0.593 0.724 -0.54
C 1.726 -0.520 0.207 0.94
C -0.317 0.571 0.715 -0.12
O 2.816 -0.846 0.691 -0.68
O 1.129 -1.001 -0.807 -0.80
C -0.801 0.182 -0.653 -0.72
H -0.644 1.583 0.991 0.21
H -0.609 -0.118 1.521 0.17
H -0.471 0.653 -1.591 0.24